Entry 1:
35
Properties=species:S:1:pos:R:3:mulliken_charge:R:1 method="wB97M-V/def2-TZVPD" multiplicity=1 largest_force_ev_per_a=4.1 total_charge=+1 total_energy_ev=-28996.3850
Pb -0.61071 1.14927 -1.32540 0.99
C -0.19897 -2.01501 -4.60718 -1.31
C -0.00423 -1.24451 -3.32325 0.35
N -1.03209 -0.92081 -2.52966 -0.15
O -2.25666 -1.46604 -3.01838 -0.43
C 1.30922 -0.82025 -2.80223 0.55
C 2.54171 -1.23251 -3.51628 -1.32
N 1.32453 0.05647 -1.81326 0.20
O 2.41754 0.27100 -1.20400 -0.68
H -1.09367 -1.68151 -5.13578 0.41
H -0.36949 -3.08155 -4.38926 0.35
H 0.72915 -1.93833 -5.27865 0.35
H -2.87632 -1.22175 -2.30269 0.35
H 2.42664 -2.24388 -3.94779 0.38
H 3.41451 -1.16872 -2.83722 0.38
H 2.74749 -0.53118 -4.36917 0.29
O -0.88478 1.50452 -4.11078 -0.46
H -0.58084 2.27307 -4.62296 0.27
H -1.16914 0.89137 -4.78384 0.28
N -1.19177 0.06446 0.81201 -0.63
C -0.89487 0.25663 1.95550 0.55
N -0.77956 0.66366 3.19948 0.03
C 0.28043 1.66756 3.39916 -0.57
C 0.39326 2.13053 4.85243 -0.58
O 0.40635 1.06915 5.77237 -0.36
C -0.81555 0.26844 5.59084 -0.66
C -0.85159 -0.41628 4.21895 -0.49
H 0.09571 2.55632 2.79696 0.35
H 1.15898 1.21081 2.97249 0.42
H -0.46102 2.79546 5.08830 0.35
H 1.33776 2.72303 4.98292 0.32
H -1.71018 0.94999 5.61630 0.34
H -0.95495 -0.40055 6.42638 0.39
H -1.81043 -0.92733 4.12959 0.42
H -0.03648 -1.19155 4.10406 0.31


Entry 2:
34
Properties=species:S:1:pos:R:3:mulliken_charge:R:1 method="wB97M-V/def2-TZVPD" multiplicity=1 largest_force_ev_per_a=8.6 total_charge=-1 de_lowest_kj_mol=388.00 total_energy_ev=-41456.6853
N 3.23589 1.06174 0.30924 -0.44
C 2.33202 1.43084 -0.84876 -0.34
C 0.80115 1.58146 -0.19212 -0.50
C -0.38147 1.15158 -1.24280 -0.39
C -1.89274 1.63040 -0.82600 -0.24
C -1.99262 3.12534 -0.16145 0.53
O -2.92639 3.28606 0.81651 -0.61
O -1.18755 4.30400 -0.51752 -0.44
P 2.96178 3.15919 -1.42457 0.00
S 3.18262 4.25512 0.21252 -0.52
H 3.13627 0.06344 0.59976 0.20
H 4.24709 1.30025 0.10772 0.17
H 0.77306 0.80652 0.70365 0.01
H 0.73659 2.67768 0.21198 0.42
H -0.40187 -0.04225 -1.24847 0.08
H -0.14971 1.44872 -2.37336 0.23
H -2.33852 0.86836 -0.03139 0.11
H -2.61199 1.61393 -1.77840 0.29
H -0.39783 4.07041 -1.09217 0.34
H 1.96083 3.73371 -2.32264 0.02
H 4.25646 3.13128 -2.05571 0.09
C -2.65884 -3.72046 0.72505 -1.45
C -1.14669 -3.80126 0.67828 0.51
C -0.48976 -3.66491 2.01914 -0.53
O 0.79276 -3.17018 1.67629 -0.32
C 0.63837 -2.48242 0.50383 0.57
O 1.48895 -1.76847 0.00372 -0.47
O -0.60070 -2.70304 -0.03178 -0.27
H -2.99329 -2.85061 1.30062 0.34
H -3.06726 -3.60346 -0.28426 0.35
H -3.08587 -4.62063 1.17695 0.38
H -0.83495 -4.71919 0.16593 0.27
H -0.40861 -4.61961 2.54652 0.30
H -0.97715 -2.93352 2.67371 0.31


Entry 3:
30
Properties=species:S:1:pos:R:3:mulliken_charge:R:1 method="wB97M-V/def2-TZVPD" multiplicity=1 largest_force_ev_per_a=4.7 total_charge=0 de_lowest_kj_mol=291.52 total_energy_ev=-34813.0460
C -2.28663 -2.48950 -0.27621 -0.24
C -1.28723 -2.90225 0.50411 0.65
C 0.31608 3.76018 -0.77038 -1.21
C -0.50327 -2.49084 1.69028 -0.85
C -0.50762 2.36704 -0.60671 -0.60
C 0.97771 -1.99706 1.39527 -0.73
C 0.52119 1.27190 -0.17319 -0.83
C 1.16983 -1.03564 0.23266 -0.65
C -0.02647 -0.04827 0.05110 -0.34
N -2.73782 -3.35003 -1.20336 -0.56
O -0.89738 -4.17984 0.02258 -0.31
S -0.23475 -4.61257 -2.85711 -0.34
S -1.77601 -4.61386 -1.20825 0.38
H -2.85051 -1.53694 -0.23075 0.43
H -0.35044 4.45520 -1.31298 0.37
H 0.44209 4.15612 0.22715 0.35
H 1.16943 3.55361 -1.46478 0.31
H -0.36871 -3.53599 2.17593 0.32
H -1.10505 -1.91217 2.43778 0.37
H -1.26170 2.56153 0.13605 0.37
H -0.92902 2.18181 -1.57714 0.37
H 1.66387 -2.86251 1.36152 0.34
H 1.22773 -1.34504 2.31837 0.23
H 1.10416 1.84106 0.59561 0.33
H 1.28883 1.10966 -1.09147 0.28
H 1.27007 -1.74834 -0.67458 0.20
H 2.02605 -0.38281 0.29764 0.58
H -0.70585 -0.41060 -0.72637 0.25
H -0.75429 -0.10825 0.84334 0.36
H -0.82273 -3.54701 -3.42130 0.17


Entry 4:
30
Properties=species:S:1:pos:R:3:mulliken_charge:R:1 method="wB97M-V/def2-TZVPD" multiplicity=3 largest_force_ev_per_a=4.5 total_charge=0 total_energy_ev=-33822.6217
C -1.75279 0.66295 -0.84585 -0.60
C -2.35706 -0.44687 -0.17107 0.99
C 2.30994 -2.05638 0.26227 -0.61
C -2.88655 -0.31941 1.06689 -0.19
C 1.28544 -1.24944 0.03783 -0.12
C -2.64170 -1.65282 -1.08898 -1.35
C -2.69927 0.89427 1.86917 -1.71
C 3.38843 0.99126 0.34103 -1.32
C 1.58474 1.00284 -1.75282 -1.10
O 0.64464 1.19740 0.86886 -0.69
O -0.64375 2.98976 -1.30247 -0.53
P 1.57571 0.52387 0.01031 1.08
S -1.34949 2.19145 -0.23633 0.22
H -1.37351 0.57328 -1.83153 0.29
H 3.35681 -1.58967 0.15383 0.14
H 2.29732 -3.15100 0.15656 0.31
H -3.55040 -1.07535 1.41472 0.48
H 0.36999 -1.63215 -0.30715 0.18
H -1.79913 -2.35139 -0.98778 0.24
H -2.47541 -1.21304 -2.12440 0.30
H -3.56323 -2.18725 -1.12630 0.42
H -3.21755 0.84834 2.79840 0.41
H -3.03124 1.79528 1.47691 0.54
H -1.70964 1.10546 1.95816 0.45
H 3.99809 0.73185 -0.54753 0.38
H 3.10427 2.02178 0.50171 0.39
H 3.74352 0.41197 1.32036 0.37
H 2.49507 0.43773 -2.21066 0.38
H 0.79386 0.52478 -2.33913 0.35
H 1.35544 2.12801 -1.87965 0.28